{
  "formula": "C5H12O2",
  "method": "ωB97M-V/def2-TZVPD",
  "elements": ["C", "O", "C", "C", "C", "C", "O", "H", "H", "H", "H", "H", "H", "H", "H", "H", "H", "H", "H"],
  "positions_angstrom": [[-1.96064, -0.83040, -1.42089], [-0.70087, -0.26957, -1.11069], [-0.62981, 0.17215, 0.24125], [0.70481, 0.83433, 0.56186], [0.75437, 1.31294, 2.00614], [2.17100, -1.36648, -0.61361], [1.90088, -0.78329, -1.75031], [-2.76974, -0.10337, -1.25673], [-1.94865, -1.11143, -2.47640], [-2.16460, -1.72352, -0.81182], [-1.43407, 0.90597, 0.41050], [-0.82023, -0.68251, 0.91226], [0.87726, 1.65093, -0.14971], [1.72768, 1.76848, 2.21076], [0.64149, 0.46293, 2.69021], [-0.02802, 2.04408, 2.22978], [1.56045, 0.16405, 0.44881], [1.18612, -1.73178, -0.20225], [0.93257, -0.71351, -1.91917]],
  "forces_ev_per_a": [[-0.18, -0.07, -0.08], [0.09, 0.04, 0.01], [0.00, 0.11, 0.25], [-0.01, 0.03, -0.02], [-0.04, 0.07, 0.09], [-0.14, -0.25, -0.39], [0.01, -0.20, -0.02], [0.17, -0.08, -0.01], [0.01, 0.03, 0.16], [0.08, 0.14, -0.07], [0.05, -0.09, 0.00], [0.09, 0.11, -0.09], [-0.06, -0.03, 0.15], [-0.18, -0.01, 0.02], [-0.02, 0.17, -0.08], [0.07, -0.05, 0.01], [-0.24, 0.09, 0.02], [0.21, -0.02, -0.09], [0.10, 0.01, 0.14]],
  "lowdin_charge": [-0.094, -0.248, -0.241, -0.247, -0.099, -0.022, -0.074, 0.092, 0.093, 0.095, 0.128, 0.131, 0.128, 0.078, 0.080, 0.074, 0.039, 0.008, 0.080],
  "charge": 0,
  "homo_energy_ev": -8.4,
  "e_tot_ha": -348.0487,
  "relative_energy_kcal_mol": 97.9,
  "orbital_gap_ev": 9.15,
  "largest_force_ev_per_a": 0.5
}


{
  "formula": "C5H12O2",
  "method": "ωB97M-V/def2-TZVPD",
  "elements": ["C", "C", "C", "O", "C", "C", "O", "H", "H", "H", "H", "H", "H", "H", "H", "H", "H", "H", "H"],
  "positions_angstrom": [[-2.45145, 0.30514, 0.38182], [-1.40690, -0.79291, 0.18886], [-0.28124, -0.53779, -0.77202], [0.62015, 1.42503, 0.54473], [0.87880, -1.18019, -0.71981], [1.91158, 1.49426, -0.04085], [1.22910, -1.91916, 0.39901], [-2.09550, 1.12089, 1.01776], [-2.75398, 0.73873, -0.57818], [-3.34898, -0.12231, 0.84464], [-1.01975, -1.14114, 1.15457], [-1.90386, -1.66454, -0.25417], [-0.47641, 0.11155, -1.62173], [0.57233, 0.65827, 1.12698], [1.54244, -1.23088, -1.57584], [2.41642, 2.34084, 0.41975], [2.55416, 0.60796, 0.08599], [1.82815, 1.66258, -1.12394], [2.18493, -1.87633, 0.52245]],
  "forces_ev_per_a": [[-0.01, 0.07, -0.03], [-0.05, -0.14, 0.04], [-0.04, -0.56, -0.31], [0.28, 0.26, 0.41], [-0.49, -0.07, -0.36], [0.18, 0.29, 0.02], [0.14, -0.09, 0.03], [0.02, -0.10, -0.13], [0.07, -0.06, 0.11], [0.16, 0.13, -0.04], [-0.04, 0.07, -0.13], [-0.15, -0.01, 0.22], [-0.01, -0.31, -0.06], [0.07, 0.12, -0.14], [0.27, 0.24, 0.22], [0.29, 0.10, -0.15], [-0.43, 0.17, 0.17], [-0.11, 0.01, 0.28], [-0.16, -0.13, -0.14]],
  "lowdin_charge": [-0.107, -0.252, -0.145, -0.136, -0.253, -0.157, -0.022, 0.065, 0.073, 0.069, 0.110, 0.116, 0.120, 0.072, 0.117, 0.075, 0.073, 0.087, 0.094],
  "charge": 0,
  "homo_energy_ev": -8.4,
  "e_tot_ha": -348.1197,
  "relative_energy_kcal_mol": 53.4,
  "orbital_gap_ev": 9.05,
  "largest_force_ev_per_a": 0.6
}


{
  "formula": "C5H12O2",
  "method": "ωB97M-V/def2-TZVPD",
  "elements": ["C", "C", "O", "C", "C", "O", "C", "H", "H", "H", "H", "H", "H", "H", "H", "H", "H", "H", "H"],
  "positions_angstrom": [[3.19476, 0.75423, -0.50906], [2.29506, -0.40897, -0.12939], [0.97863, 0.02242, -0.37738], [-0.01094, -0.55099, 0.43878], [-1.32133, -0.00467, -0.08528], [-2.37363, -0.44886, 0.73059], [-3.60969, 0.05410, 0.29498], [2.90282, 1.65128, 0.04267], [3.16537, 0.96730, -1.58160], [4.23709, 0.55079, -0.27187], [2.40052, -0.65749, 0.93799], [2.55403, -1.32632, -0.69559], [-0.00176, -1.64926, 0.38632], [0.11007, -0.26974, 1.49574], [-1.25273, 1.09614, -0.09789], [-1.44841, -0.33711, -1.12813], [-3.82800, -0.28574, -0.73014], [-3.60758, 1.15627, 0.30310], [-4.38427, -0.31337, 0.97616]],
  "forces_ev_per_a": [[0.35, -0.05, -0.01], [0.35, 0.11, 0.15], [-0.18, -0.10, -0.14], [-0.21, -0.17, 0.05], [0.21, 0.07, -0.17], [0.10, -0.06, 0.09], [-0.23, 0.09, -0.09], [-0.05, -0.10, -0.11], [-0.24, -0.04, 0.14], [0.10, -0.14, 0.10], [0.09, 0.11, -0.11], [-0.25, 0.32, 0.09], [0.00, 0.08, -0.06], [0.11, 0.03, -0.11], [-0.11, -0.15, 0.04], [-0.10, 0.03, 0.13], [-0.04, 0.06, 0.17], [-0.06, -0.18, 0.01], [0.18, 0.08, -0.17]],
  "lowdin_charge": [-0.078, -0.285, -0.162, -0.207, -0.229, -0.184, -0.122, 0.078, 0.076, 0.070, 0.117, 0.124, 0.133, 0.133, 0.133, 0.133, 0.089, 0.090, 0.090],
  "charge": 0,
  "homo_energy_ev": -9.8,
  "e_tot_ha": -348.1445,
  "relative_energy_kcal_mol": 37.9,
  "orbital_gap_ev": 10.90,
  "largest_force_ev_per_a": 0.4
}


{
  "formula": "C5H12O2",
  "method": "ωB97M-V/def2-TZVPD",
  "elements": ["C", "C", "C", "O", "C", "C", "O", "H", "H", "H", "H", "H", "H", "H", "H", "H", "H", "H", "H"],
  "positions_angstrom": [[-2.20915, -0.97543, -1.10181], [-0.87327, -1.46351, -0.62022], [0.04544, -0.75325, 0.04145], [1.20049, -1.36554, 0.43105], [-0.10081, 0.72390, 0.36368], [0.74896, 1.25800, 1.50774], [2.13171, 1.01897, 1.22953], [-2.26108, -0.96178, -2.19848], [-3.01811, -1.62992, -0.75466], [-2.43919, 0.03856, -0.75940], [1.18048, 0.17184, -2.40816], [-0.61355, -2.49750, -0.83989], [-1.14394, 0.92201, 0.62748], [1.83702, -0.67912, 0.69786], [0.11261, 1.31873, -0.53253], [1.71322, 0.54679, -2.04930], [0.46044, 0.78319, 2.45448], [0.57969, 2.33922, 1.59967], [2.63276, 1.15820, 2.04253]],
  "forces_ev_per_a": [[-0.06, 0.08, 0.01], [0.16, 0.05, 0.13], [-0.41, 0.02, -0.16], [0.15, 0.09, 0.02], [-0.03, 0.03, 0.00], [-0.33, 0.05, 0.09], [0.20, 0.06, 0.18], [0.02, -0.02, 0.15], [0.12, 0.08, -0.05], [0.04, -0.16, -0.06], [0.07, 0.01, 0.02], [-0.03, 0.11, 0.05], [0.11, 0.03, -0.06], [-0.08, -0.13, -0.04], [0.02, -0.10, 0.09], [0.01, -0.02, -0.10], [0.08, -0.01, -0.12], [-0.02, -0.17, 0.03], [-0.02, 0.01, -0.19]],
  "lowdin_charge": [-0.107, -0.122, -0.387, 0.020, -0.132, -0.234, -0.085, 0.071, 0.069, 0.058, 0.055, 0.109, 0.114, 0.067, 0.102, 0.050, 0.128, 0.119, 0.105],
  "charge": 0,
  "homo_energy_ev": -8.0,
  "e_tot_ha": -348.1265,
  "relative_energy_kcal_mol": 49.2,
  "orbital_gap_ev": 8.68,
  "largest_force_ev_per_a": 0.4
}


{
  "formula": "C5H12O2",
  "method": "ωB97M-V/def2-TZVPD",
  "elements": ["C", "O", "C", "C", "C", "C", "O", "H", "H", "H", "H", "H", "H", "H", "H", "H", "H", "H", "H"],
  "positions_angstrom": [[-1.91397, -0.53363, 1.08009], [-0.54050, -0.46995, 0.75820], [-0.26667, 0.45030, -0.30390], [-0.30248, 1.85345, 0.31159], [1.10169, 0.14770, -0.95094], [1.58119, -1.30425, -0.88302], [1.80127, -1.73606, 0.43750], [-2.42568, 0.41534, 0.87175], [-2.00859, -0.73830, 2.14925], [-2.41100, -1.32411, 0.50440], [-1.04979, 0.30196, -1.06626], [0.64255, 2.02215, 0.83700], [-1.09614, 1.92913, 1.06216], [-0.45225, 2.65510, -0.41602], [1.87116, 0.76496, -0.47410], [1.05758, 0.45704, -2.00470], [0.88983, -1.97209, -1.42498], [2.55028, -1.36973, -1.39209], [0.97152, -1.54899, 0.90406]],
  "forces_ev_per_a": [[-0.24, -0.04, 0.10], [0.06, -0.12, -0.02], [0.06, 0.14, -0.06], [0.02, 0.08, -0.04], [0.03, 0.05, 0.08], [-0.01, 0.13, -0.40], [-0.13, -0.07, 0.18], [0.09, -0.19, 0.05], [0.01, -0.07, -0.15], [0.05, 0.05, 0.06], [0.09, 0.18, 0.15], [-0.12, 0.04, -0.08], [0.06, 0.03, -0.24], [0.09, -0.13, -0.04], [-0.08, -0.07, 0.00], [-0.01, -0.02, 0.19], [0.02, 0.10, 0.16], [-0.19, 0.00, 0.01], [0.19, -0.10, 0.04]],
  "lowdin_charge": [-0.091, -0.209, -0.383, -0.039, -0.128, -0.272, -0.070, 0.082, 0.096, 0.095, 0.145, 0.085, 0.070, 0.085, 0.114, 0.122, 0.119, 0.117, 0.064],
  "charge": 0,
  "homo_energy_ev": -9.8,
  "e_tot_ha": -348.1578,
  "relative_energy_kcal_mol": 29.5,
  "orbital_gap_ev": 10.82,
  "largest_force_ev_per_a": 0.4
}


{
  "formula": "C5H12O2",
  "method": "ωB97M-V/def2-TZVPD",
  "elements": ["C", "C", "O", "C", "C", "O", "C", "H", "H", "H", "H", "H", "H", "H", "H", "H", "H", "H", "H"],
  "positions_angstrom": [[-1.08732, -0.56516, -2.83821], [-1.71583, 0.24615, -1.71400], [-0.71955, 0.79699, -0.87008], [-0.48481, 0.05205, 0.30135], [0.81965, 0.53908, 0.89589], [0.98672, -0.09516, 2.13802], [2.18416, 0.28983, 2.75854], [-0.55431, -1.44023, -2.44778], [-0.37161, 0.04583, -3.39649], [-1.85276, -0.91518, -3.53740], [-2.40484, -0.38209, -1.12772], [-2.29282, 1.08501, -2.12391], [-1.29399, 0.19060, 1.03659], [-0.40649, -1.02636, 0.09215], [1.65016, 0.29905, 0.21200], [0.78628, 1.63520, 1.00657], [2.20981, 1.37761, 2.93173], [3.05916, 0.01449, 2.14730], [2.23872, -0.22778, 3.71939]],
  "forces_ev_per_a": [[0.04, -0.07, -0.03], [-0.10, -0.10, -0.15], [-0.05, 0.06, 0.05], [0.04, -0.16, 0.16], [-0.08, 0.10, -0.24], [-0.04, -0.03, -0.02], [0.26, 0.06, 0.18], [-0.09, 0.15, -0.04], [-0.11, -0.04, 0.10], [0.05, 0.00, 0.09], [0.08, 0.17, -0.10], [0.11, -0.15, 0.08], [0.08, 0.01, -0.15], [-0.02, 0.15, -0.03], [-0.08, 0.03, 0.11], [0.00, -0.14, 0.03], [0.01, -0.17, -0.01], [-0.14, 0.04, 0.11], [0.02, 0.09, -0.14]],
  "lowdin_charge": [-0.079, -0.279, -0.155, -0.211, -0.224, -0.186, -0.123, 0.072, 0.077, 0.074, 0.118, 0.118, 0.134, 0.131, 0.132, 0.133, 0.090, 0.090, 0.089],
  "charge": 0,
  "homo_energy_ev": -9.7,
  "e_tot_ha": -348.1448,
  "relative_energy_kcal_mol": 37.7,
  "orbital_gap_ev": 10.84,
  "largest_force_ev_per_a": 0.3
}


{
  "formula": "C5H12O2",
  "method": "ωB97M-V/def2-TZVPD",
  "elements": ["C", "C", "C", "O", "C", "C", "H", "H", "H", "H", "H", "H", "H", "H", "H", "H", "H", "H", "O"],
  "positions_angstrom": [[1.69345, 0.51945, 1.19703], [1.76856, -0.00104, -0.24621], [-1.91924, -1.44338, -0.38844], [-1.97132, -2.75124, 0.34814], [-0.64348, -0.75996, -0.06372], [0.49312, -0.63708, -0.82376], [2.53313, 1.19999, 1.63425], [0.84590, 1.05009, 1.42008], [1.61361, -0.36096, 1.81429], [2.26288, 0.56229, -0.94614], [2.58669, -0.79347, -0.18046], [-2.80003, -0.73530, -0.14220], [-1.82156, -1.89214, -1.31444], [-2.92163, -3.16239, 0.37738], [-0.58311, -0.65858, 1.02914], [0.55453, -0.60779, -1.90243], [0.20420, 3.47625, -0.61019], [-1.27005, 3.74073, -0.26792], [-0.62564, 3.25451, -0.93438]],
  "forces_ev_per_a": [[2.58, 0.01, 0.20], [0.40, -2.95, 2.01], [-0.93, -0.35, 1.59], [-2.25, 0.04, 0.91], [1.99, -1.14, 0.13], [-0.97, 1.91, 2.01], [-0.95, -1.48, -1.28], [-2.38, 1.48, 0.10], [0.24, -0.25, 0.53], [0.52, 2.32, -1.69], [-1.10, 0.22, -0.09], [1.12, -1.46, -0.69], [-0.66, 0.48, -2.77], [2.60, 1.63, -0.32], [0.37, 0.40, -0.42], [-0.57, -0.84, -0.21], [2.53, 0.59, 0.90], [1.98, -1.58, -2.16], [-4.51, 0.98, 1.27]],
  "lowdin_charge": [-0.125, -0.249, -0.235, -0.149, -0.106, -0.057, 0.108, 0.016, 0.065, 0.057, 0.124, 0.142, 0.078, 0.123, 0.104, 0.100, -0.027, 0.107, -0.079],
  "charge": 0,
  "homo_energy_ev": -9.2,
  "e_tot_ha": -348.0838,
  "relative_energy_kcal_mol": 75.9,
  "orbital_gap_ev": 9.92,
  "largest_force_ev_per_a": 4.8
}